Formula: C10H23N4O3P
Source: the Open Molecules 2025 dataset
Level of theory: the ωB97M-V functional and the def2-TZVPD basis

Positions of all 41 atoms, in Å:
P: -1.1984 1.4989 3.8228
O: -3.7664 3.6824 3.2229
O: 4.0927 -1.0341 -1.9484
O: -1.1436 0.0977 0.1473
N: -5.0087 1.6345 3.7242
N: -0.0873 -1.7530 -0.6833
N: 4.1763 0.2133 -3.8652
N: -0.0617 0.5031 3.2657
C: 3.7184 1.3834 -4.5867
C: -3.8723 2.4524 3.2469
C: -2.7199 1.4949 2.6929
C: -3.5833 0.1716 2.5047
C: -0.1468 -3.1697 -0.9794
C: 1.1268 -1.0200 -0.9929
C: 3.7475 -0.0717 -2.6064
C: -4.4120 0.2541 3.8611
C: -1.1314 -1.0897 -0.1250
C: 5.1214 -0.6823 -4.5046
H: -5.3569 1.8855 4.6587
H: 5.3698 -0.3246 -5.5036
H: 0.6418 -3.6837 -0.4250
H: 3.2245 1.0647 -5.5080
H: -1.1135 -3.5871 -0.6953
H: 0.0054 -3.3171 -2.0514
H: 6.0285 -0.7394 -3.8988
H: -4.3584 0.4865 1.7267
H: -1.5951 1.1836 5.1801
H: 4.6824 -1.6805 -4.5704
H: -0.4563 0.0635 2.4161
H: 1.5236 -0.5802 -0.0751
H: 3.0150 1.9610 -3.9860
H: 3.0339 0.6709 -2.2152
H: -2.0015 -1.7384 0.0696
H: 0.8889 -0.2149 -1.6928
H: -5.0932 -0.5940 4.1613
H: -3.6192 0.2630 4.6943
H: 1.8711 -1.6807 -1.4333
H: -3.0812 -0.7913 2.2044
H: -2.3500 1.9424 1.7224
H: 4.5784 2.0111 -4.8324
H: -0.6893 2.8340 3.8570

Values from the calculation:
SMILES string: N=[PH2][C@H]1CCNC1=O.CN(C)C=O.CN(C)C=O
HOMO level: -8.15 eV
orbital gap: 8.81 eV
max |F|: 3.05 eV/Å

Formula: C10H23N5
Source: the Open Molecules 2025 dataset
Level of theory: the ωB97M-V functional and the def2-TZVPD basis

Positions of all 38 atoms, in Å:
N: -0.6332 1.3199 -0.1606
N: -2.1178 -1.5720 -0.8069
N: 3.1995 -1.8085 1.1721
N: -2.5268 1.0214 -1.9533
N: 0.8815 -0.0091 1.0771
C: -2.9478 1.6983 -0.7479
C: 2.9034 -0.9027 -0.0095
C: 2.1581 0.3696 0.5569
C: -1.1303 -1.7636 0.0242
C: -1.7344 2.2124 -0.0068
C: -0.1929 1.1855 -1.6164
C: 1.0928 -0.8302 2.2660
C: -1.2743 1.5708 -2.5637
C: -0.2882 0.6493 0.8949
C: 1.8992 -2.1587 1.8957
H: -2.3207 -0.6394 -1.1600
H: 3.8435 -0.5396 -0.3803
H: 0.6990 1.7856 -1.7325
H: -1.5798 3.2553 -0.2992
H: -1.3113 2.6090 -2.6244
H: 1.2288 -2.7917 1.1634
H: -3.5423 0.9625 -0.1528
H: -3.2633 0.8944 -2.5782
H: 2.1312 -2.8389 2.7310
H: -2.7509 -2.2743 -1.0656
H: 2.3268 -1.5186 -0.8031
H: -0.9543 -2.7560 0.5979
H: 2.0416 1.0269 -0.2221
H: -2.0768 2.2785 0.9415
H: 3.8244 -1.2812 1.6712
H: 1.4886 -0.4874 3.2498
H: -1.2481 1.0669 -3.4550
H: 0.1150 -1.3677 2.7245
H: -0.9206 0.9251 1.7185
H: -3.7816 2.4444 -0.8945
H: 0.2515 0.1197 -1.6454
H: 2.8007 0.8337 1.2025
H: 3.7100 -2.6896 0.9910

Values from the calculation:
HOMO level: -14.16 eV
charge: +2
orbital gap: 8.03 eV
max |F|: 5.07 eV/Å

Formula: C10H23NO6P
Source: the Open Molecules 2025 dataset
Level of theory: the ωB97M-V functional and the def2-TZVPD basis

Positions of all 41 atoms, in Å:
P: 5.7535 2.0510 -0.7585
O: -4.1300 -2.8854 1.2610
O: -5.7569 -4.0101 2.2627
O: -1.8338 -2.0928 -0.1325
O: -0.7268 -1.2545 1.6350
O: -6.2062 -2.8197 0.4010
O: -1.4948 0.0937 -0.0011
N: 1.3175 3.8158 -1.2457
C: -5.4406 -3.1978 1.2270
C: 0.5796 2.6148 -0.8253
C: 1.4741 1.4730 -0.3009
C: -1.2873 -1.0937 0.6003
C: -4.5426 -4.4246 2.9052
C: -3.5714 -3.3286 2.5032
C: 3.8938 1.6749 -1.1783
C: -2.0552 -0.1335 -1.2978
C: -2.6639 -1.5171 -1.1436
C: 2.9386 1.8230 0.0008
H: 5.9162 2.8221 -2.0276
H: 3.0090 2.8337 0.4045
H: 0.7630 4.3458 -1.9035
H: -1.2496 -0.1055 -2.0331
H: -2.6140 -2.1250 -2.0428
H: -3.5692 -2.4914 3.2016
H: -4.2562 -5.4004 2.5105
H: -4.7069 -4.4957 3.9764
H: 6.1992 0.8144 -1.4616
H: -2.5524 -3.6646 2.3378
H: 5.3077 3.2969 -0.0603
H: -3.6898 -1.4898 -0.7743
H: 1.4745 0.6644 -1.0360
H: 3.6277 2.3450 -2.0051
H: 2.1686 3.5499 -1.7245
H: 7.1525 2.3559 -0.4019
H: 3.8257 0.6507 -1.5657
H: -0.1119 2.9294 -0.0407
H: 3.2932 1.1526 0.7869
H: 0.9962 1.0709 0.5929
H: 5.5964 1.2826 0.5099
H: -2.7789 0.6458 -1.5185
H: -0.0485 2.2241 -1.6374

Values from the calculation:
HOMO level: -2.76 eV
charge: -1
orbital gap: 4.73 eV
max |F|: 0.22 eV/Å

Formula: C10H24Br9N4O3P
Source: the Open Molecules 2025 dataset
Level of theory: the ωB97M-V functional and the def2-TZVPD basis

Positions of all 51 atoms, in Å:
Br: -4.1531 17.6435 4.6388
Br: -12.9731 20.3485 5.7888
Br: -9.3253 18.1503 7.0166
Br: -7.2584 19.5072 4.9833
Br: -3.2187 20.0687 6.6392
Br: -5.5016 17.8686 7.4590
Br: -7.1943 16.3199 5.2415
Br: -10.9594 18.5330 3.9120
Br: -11.3838 21.7112 3.1777
P: -4.2939 15.3541 1.7772
O: -8.4590 19.5165 3.1124
O: -4.4940 16.1472 0.5598
O: -9.5709 17.6613 3.0717
N: -8.8737 18.5063 2.5151
N: -5.7700 14.9163 2.4165
N: -3.3814 13.8831 1.4513
N: -3.4104 15.9816 3.0994
C: -6.6210 13.8993 1.8107
C: -2.2300 16.8350 2.9935
C: -8.2879 18.2675 1.1599
C: -6.4746 15.9861 3.0724
C: -8.3811 17.9138 5.2366
C: -3.4178 12.5328 2.0684
C: -4.7788 18.9675 5.9601
C: -2.3000 13.9452 0.4488
C: -11.3384 20.4432 4.6268
C: -3.5033 15.3275 4.4090
H: -3.5625 16.2070 5.0501
H: -3.6713 12.7582 3.1042
H: -7.4257 13.4162 2.3649
H: -1.3011 13.9291 0.8848
H: -7.1062 14.2894 0.9160
H: -2.6396 14.7410 4.7223
H: -7.9978 17.2181 1.2121
H: -2.1677 13.0318 -0.1311
H: -7.4931 15.8613 3.4403
H: -4.0213 11.8456 1.4753
H: -2.4849 17.7809 2.5156
H: -2.4099 14.7996 -0.2190
H: -9.2425 17.8382 4.5729
H: -1.8038 17.1357 3.9506
H: -1.4789 16.2725 2.4388
H: -5.5283 19.6566 5.5709
H: -2.3828 12.1923 2.0369
H: -6.4997 16.8773 2.4453
H: -9.1749 18.4886 0.5662
H: -4.4304 14.7682 4.5346
H: -5.8978 16.2528 3.9580
H: -10.4668 20.7348 5.2128
H: -5.8746 13.1351 1.5938
H: -7.4303 18.9383 1.1086

Values from the calculation:
HOMO level: -8.20 eV
orbital gap: 6.75 eV
max |F|: 11.09 eV/Å